{
  "formula": "C24H66F6O21PS9",
  "method": "the ωB97M-V functional and the def2-TZVPD basis",
  "species": ["P", "F", "F", "F", "F", "F", "F", "O", "S", "O", "O", "C", "C", "C", "H", "H", "H", "H", "H", "H", "H", "H", "O", "S", "O", "O", "C", "C", "C", "H", "H", "H", "H", "H", "H", "H", "H", "O", "S", "O", "O", "C", "C", "C", "H", "H", "H", "H", "H", "H", "H", "H", "O", "S", "O", "O", "C", "C", "C", "H", "H", "H", "H", "H", "H", "H", "H", "O", "S", "O", "O", "C", "C", "C", "H", "H", "H", "H", "H", "H", "H", "H", "O", "S", "O", "O", "C", "C", "C", "H", "H", "H", "H", "H", "H", "H", "H", "C", "S", "O", "C", "H", "H", "H", "H", "H", "H", "C", "S", "O", "C", "H", "H", "H", "H", "H", "H", "C", "S", "O", "C", "H", "H", "H", "H", "H", "H"],
  "coordinates": [[0.236, -0.992, 0.755], [0.316, -0.093, -0.571], [-1.335, -0.565, 0.912], [-0.222, -2.269, -0.107], [0.112, -1.910, 2.093], [1.797, -1.369, 0.641], [0.595, 0.297, 1.693], [-2.437, -4.839, -2.039], [-3.541, -4.484, -1.206], [-4.378, -3.398, -1.529], [-4.480, -5.719, -1.022], [-3.921, -6.970, -0.561], [-5.035, -7.788, 0.038], [-2.904, -4.220, 0.416], [-3.160, -6.749, 0.193], [-3.417, -7.471, -1.386], [-4.623, -8.658, 0.561], [-5.643, -8.232, -0.754], [-5.652, -7.255, 0.754], [-2.195, -5.007, 0.675], [-3.747, -4.296, 1.101], [-2.331, -3.299, 0.494], [5.235, 1.192, 2.950], [5.201, 1.829, 1.692], [5.761, 3.117, 1.532], [5.924, 0.817, 0.716], [6.208, 1.238, -0.653], [7.707, 1.443, -0.837], [3.539, 1.898, 1.083], [5.741, 2.207, -0.859], [5.818, 0.493, -1.343], [8.230, 0.508, -0.597], [8.107, 2.195, -0.161], [7.919, 1.640, -1.887], [2.950, 2.509, 1.767], [3.127, 0.894, 1.115], [3.617, 2.412, 0.131], [-0.250, -1.841, -5.109], [-0.997, -0.915, -4.346], [-0.523, 0.418, -4.095], [-2.373, -0.762, -5.091], [-3.279, 0.312, -4.684], [-4.241, 0.491, -5.827], [-1.448, -1.673, -2.816], [-2.707, 1.217, -4.497], [-3.772, -0.012, -3.780], [-4.801, 1.419, -5.717], [-4.963, -0.325, -5.866], [-3.685, 0.471, -6.763], [-0.520, -2.056, -2.389], [-2.160, -2.459, -3.014], [-1.741, -0.916, -2.089], [3.088, 4.518, -1.191], [1.695, 4.477, -1.445], [0.829, 5.260, -0.646], [1.510, 4.864, -2.959], [0.139, 4.929, -3.456], [0.130, 5.708, -4.737], [1.098, 2.840, -1.472], [-0.450, 5.466, -2.707], [-0.248, 3.912, -3.537], [0.706, 6.633, -4.677], [-0.901, 6.031, -4.918], [0.474, 5.172, -5.620], [1.349, 2.373, -0.526], [1.486, 2.263, -2.298], [0.016, 2.888, -1.562], [1.263, -2.382, 7.027], [0.613, -2.942, 5.875], [0.002, -4.210, 5.926], [-0.525, -1.931, 5.501], [-0.154, -0.541, 5.503], [-1.432, 0.278, 5.671], [1.674, -2.892, 4.460], [0.362, -0.236, 4.589], [0.440, -0.370, 6.403], [-1.949, -0.099, 6.559], [-2.144, 0.264, 4.841], [-1.265, 1.347, 5.822], [1.823, -1.860, 4.169], [1.111, -3.416, 3.695], [2.577, -3.423, 4.739], [-6.313, 1.483, -0.515], [-5.356, 2.091, 0.301], [-4.272, 2.769, -0.310], [-6.133, 3.074, 1.258], [-5.339, 4.098, 1.981], [-5.088, 5.352, 1.153], [-4.742, 0.925, 1.457], [-4.421, 3.731, 2.444], [-6.018, 4.412, 2.779], [-6.051, 5.819, 0.930], [-4.638, 5.102, 0.194], [-4.443, 6.048, 1.682], [-4.195, 1.461, 2.224], [-4.146, 0.203, 0.912], [-5.625, 0.443, 1.868], [-1.535, 3.304, 1.164], [-1.264, 4.477, 2.484], [-2.599, 5.017, 2.891], [-0.925, 3.268, 3.764], [-1.955, 3.909, 0.360], [-2.264, 2.553, 1.435], [-0.537, 2.959, 0.908], [-0.820, 3.863, 4.673], [0.053, 2.815, 3.586], [-1.726, 2.547, 3.858], [3.866, -2.905, -4.362], [3.993, -2.054, -2.803], [5.284, -1.304, -2.889], [2.708, -0.835, -3.085], [4.731, -3.560, -4.435], [3.885, -2.214, -5.208], [2.949, -3.496, -4.420], [1.709, -1.112, -2.762], [2.765, -0.585, -4.142], [3.013, 0.011, -2.471], [4.976, -2.169, 0.483], [5.759, -3.691, 0.966], [7.116, -3.369, 1.461], [4.688, -4.007, 2.373], [5.455, -1.843, -0.438], [5.065, -1.392, 1.242], [3.901, -2.281, 0.343], [5.104, -4.900, 2.840], [3.689, -4.235, 2.005], [4.725, -3.178, 3.075]],
  "atomic_forces_ev_per_a": [[-1.1, 0.3, 1.3], [0.4, 0.2, -0.3], [-0.1, -0.2, -0.1], [0.3, -0.3, -0.4], [0.1, 0.1, 0.0], [0.0, 0.0, -0.2], [0.4, 0.0, -0.2], [0.1, -0.2, -0.5], [1.7, 0.1, 0.8], [-0.9, 0.8, -0.6], [-0.7, -0.5, 0.1], [0.4, 0.2, 0.5], [0.0, -1.0, -0.3], [0.1, -0.7, 0.5], [-0.1, -0.1, -0.1], [-0.1, 0.0, -0.1], [0.2, 0.2, 0.0], [-0.2, 0.3, 0.1], [0.0, 0.3, -0.1], [-0.1, 0.0, -0.2], [0.1, 0.4, 0.1], [-0.4, 0.3, -0.2], [-0.1, -0.7, 1.2], [-0.5, -0.3, -0.7], [0.6, 1.2, -0.2], [-0.2, 0.0, -0.5], [0.6, 1.0, -0.1], [0.0, -1.2, 0.3], [0.4, -0.1, 0.5], [-0.3, -0.2, 0.2], [-0.1, -0.2, 0.2], [-0.1, 0.1, 0.0], [-0.1, 0.3, -0.2], [0.0, 0.3, 0.1], [0.2, 0.1, 0.1], [-0.1, -0.1, -0.5], [-0.3, -0.3, -0.3], [0.7, -0.6, -0.7], [-0.9, 0.9, 1.1], [0.5, -0.1, 0.0], [-0.4, 0.1, -0.2], [0.3, -0.3, -0.3], [-0.3, -0.2, 0.0], [0.8, 0.5, 0.1], [0.1, -0.1, 0.0], [-0.2, 0.0, 0.4], [0.1, 0.0, -0.1], [0.0, 0.0, 0.0], [0.0, 0.3, -0.1], [-0.1, -0.3, -0.2], [-0.1, -0.1, 0.1], [-0.5, 0.0, -0.2], [0.8, -0.2, 0.0], [0.1, -0.5, -0.7], [-0.9, 0.7, 0.8], [-0.1, 0.2, -0.5], [0.2, 0.4, 0.6], [-0.4, 0.4, -0.6], [-0.4, -0.4, 0.4], [0.0, -0.1, 0.0], [0.0, 0.0, -0.3], [0.1, -0.1, 0.3], [0.1, -0.2, -0.1], [0.0, -0.2, 0.2], [0.0, -0.1, 0.1], [0.3, 0.0, -0.2], [-0.1, -0.1, 0.1], [0.4, -0.5, -0.1], [0.9, 1.2, 0.3], [-0.6, -1.3, 0.2], [-0.4, 0.3, -0.8], [-0.8, 1.2, 0.4], [-0.6, -0.1, 0.2], [-0.6, -0.2, 0.4], [0.1, -0.4, 0.0], [0.3, 0.0, -0.4], [0.0, 0.1, -0.1], [0.3, -0.5, -0.1], [0.5, -0.2, 0.2], [0.3, 0.1, 0.0], [0.2, 0.0, -0.2], [0.2, 0.1, -0.1], [-1.7, -1.0, -1.2], [0.7, 0.5, 1.3], [1.0, 0.6, -0.4], [0.5, 0.6, 0.3], [-0.6, 0.8, 0.2], [-0.4, -0.5, -0.6], [-0.5, -0.1, -0.1], [-0.1, -0.3, -0.4], [0.1, -0.4, 0.1], [0.1, 0.1, 0.1], [0.2, 0.0, 0.1], [0.0, -0.1, 0.1], [0.2, -0.1, 0.1], [0.3, 0.0, 0.0], [0.1, -0.1, 0.2], [0.1, 1.0, -0.1], [-0.4, -0.3, 0.5], [0.0, 0.2, -0.1], [1.0, 0.5, 0.2], [0.1, -0.1, -0.2], [0.2, -0.3, 0.1], [-0.1, -0.5, -0.2], [-0.2, -0.1, 0.1], [-0.2, -0.3, -0.1], [-0.1, -0.1, -0.1], [-0.2, -0.4, -0.5], [0.0, -0.2, 0.1], [0.0, 0.1, 0.1], [0.2, 0.3, -0.1], [0.0, -0.1, 0.1], [0.1, 0.2, 0.2], [0.0, 0.0, 0.2], [0.0, -0.4, -0.1], [-0.3, 0.3, 0.0], [0.1, 0.1, 0.0], [-0.3, 0.6, 0.1], [-0.5, -0.1, -0.3], [0.2, 0.1, 0.3], [0.4, -0.5, 0.1], [0.0, 0.1, 0.0], [0.5, -0.2, 0.2], [0.1, -0.4, -0.3], [-0.1, 0.0, 0.1], [-0.1, 0.2, 0.0], [-0.1, 0.1, 0.0]],
  "charge": -1,
  "lumo_energy_ev": 1.82,
  "e_above_lowest_kj_mol": 0.0,
  "orbital_gap_ev": 8.61
}